No. 1
Below is C23H29NO5S in the gas phase, with properties calculated with ωB97M-V/def2-TZVPD.

Last column: natural (NBO) charge in e.
Positions of all 59 atoms, in Å:
1 C -0.361 -4.768 1.592  -0.62
2 C -0.014 -3.843 0.439  -0.06
3 O -0.672 -2.601 0.651  -0.54
4 C -0.510 -1.683 -0.365  0.41
5 O 0.865 -1.317 -0.427  -0.53
6 C 1.132 -0.237 -1.225  0.20
7 C 2.564 -0.059 -1.637  0.64
8 O 2.832 0.257 -2.783  -0.62
9 N 3.518 -0.268 -0.702  -0.42
10 C 3.324 -0.331 0.729  -0.25
11 C 3.841 0.973 1.354  -0.08
12 O 5.196 1.186 1.035  -0.52
13 C 5.386 1.253 -0.362  -0.08
14 C 4.907 -0.030 -1.049  -0.26
15 C 0.202 0.602 -1.677  -0.23
16 C -1.241 0.517 -1.272  -0.27
17 C -1.777 1.874 -0.913  -0.06
18 C -2.933 2.372 -1.409  -0.37
19 S -3.349 3.941 -0.811  0.40
20 C -1.909 3.964 0.166  -0.20
21 C -1.502 4.988 1.008  -0.21
22 C -0.324 4.834 1.706  -0.21
23 C 0.439 3.675 1.563  -0.21
24 C 0.036 2.659 0.726  -0.23
25 C -1.156 2.784 0.008  -0.02
26 C -1.387 -0.455 -0.088  -0.23
27 C -2.841 -0.821 0.219  -0.40
28 C -3.546 -1.662 -0.843  -0.43
29 C -4.975 -1.997 -0.410  -0.05
30 O -5.028 -2.728 0.789  -0.71
31 H -1.435 -4.922 1.640  0.21
32 H -0.035 -4.326 2.529  0.22
33 H 0.133 -5.726 1.457  0.21
34 H 1.070 -3.683 0.383  0.18
35 H -0.347 -4.271 -0.520  0.16
36 H -0.768 -2.127 -1.350  0.14
37 H 3.908 -1.172 1.120  0.20
38 H 2.277 -0.485 0.976  0.24
39 H 3.233 1.817 0.990  0.16
40 H 3.786 0.927 2.443  0.20
41 H 4.835 2.111 -0.775  0.17
42 H 6.455 1.400 -0.517  0.20
43 H 5.504 -0.880 -0.706  0.20
44 H 4.977 0.066 -2.133  0.25
45 H 0.497 1.402 -2.336  0.24
46 H -1.822 0.142 -2.123  0.22
47 H -3.595 1.905 -2.113  0.23
48 H -2.100 5.881 1.107  0.22
49 H 0.014 5.617 2.368  0.22
50 H 1.360 3.577 2.119  0.21
51 H 0.638 1.771 0.614  0.22
52 H -0.975 0.020 0.809  0.22
53 H -2.861 -1.373 1.160  0.23
54 H -3.400 0.107 0.364  0.21
55 H -3.001 -2.597 -0.996  0.19
56 H -3.592 -1.134 -1.796  0.20
57 H -5.536 -1.080 -0.216  0.18
58 H -5.481 -2.549 -1.216  0.16
59 H -4.453 -3.498 0.704  0.46

The molar mass comes out at 431.55 Da. The spin multiplicity is 1. The structure (SMILES) is CCO[C@@H]1OC(C(=O)N2CCOCC2)=C[C@H](c2csc3ccccc23)[C@H]1CCCO. As for the gap between HOMO and LUMO: 8.9 eV. The value obtained for the HOMO energy is -8.323 eV.

No. 2
Below is a molecular structure, C35H34ClNNiOSi2, with properties calculated with ωB97M-V/def2-TZVPD.

Last column: Mulliken charge in e.
Positions of all 75 atoms, in Å:
1 C 2.124 -0.765 0.045  -0.54
2 C 1.910 -0.193 -1.250  -1.15
3 C 2.618 1.068 -1.278  -0.43
4 H 1.439 -0.631 -2.127  0.85
5 C 3.012 1.332 0.121  -0.23
6 C 2.678 0.218 0.906  -1.20
7 H 2.836 0.117 1.983  0.44
8 H 2.026 -1.820 0.302  0.45
9 H 2.984 1.583 -2.164  0.85
10 H 3.687 2.120 0.443  0.58
11 Ni 1.044 2.071 -0.705  -0.08
12 Si 1.611 5.014 -2.414  0.38
13 C 0.693 5.422 -4.025  0.46
14 C -0.298 6.409 -4.030  -0.41
15 H -0.609 6.868 -3.088  0.51
16 C -0.915 6.784 -5.236  -0.75
17 H -1.700 7.549 -5.247  0.42
18 C -0.496 6.144 -6.419  -0.52
19 H -0.964 6.426 -7.362  0.40
20 C 0.558 5.215 -6.425  -0.74
21 H 0.925 4.781 -7.362  0.41
22 C 1.149 4.845 -5.202  0.00
23 H 1.955 4.110 -5.164  0.32
24 C 1.998 6.861 -2.031  0.81
25 C 2.995 7.513 -2.767  -0.75
26 H 3.686 6.915 -3.363  0.30
27 C 3.033 8.905 -2.806  -0.37
28 H 3.763 9.387 -3.431  0.40
29 C 2.153 9.686 -2.081  -0.77
30 H 2.160 10.769 -2.125  0.40
31 C 1.287 9.020 -1.231  -0.61
32 H 0.636 9.577 -0.592  0.42
33 C 1.204 7.634 -1.180  -0.11
34 H 0.501 7.146 -0.492  0.06
35 H 2.906 4.567 -3.004  -0.37
36 Si -2.984 4.711 -2.754  0.08
37 C -1.448 4.571 -1.513  -0.29
38 C -0.091 4.013 -1.761  -0.15
39 H 0.005 3.267 -2.602  0.06
40 C 0.945 4.172 -0.735  2.70
41 H 1.848 3.517 -0.555  -0.75
42 C 0.656 5.124 0.399  -1.04
43 H 1.469 5.638 0.950  0.47
44 C -0.658 5.235 0.774  -0.43
45 H -0.933 5.612 1.791  0.33
46 C -1.670 4.863 -0.165  -0.76
47 H -2.688 4.846 0.209  0.38
48 C -2.554 3.452 -4.150  0.46
49 C -1.883 2.275 -3.789  -0.31
50 H -2.016 1.877 -2.781  0.32
51 C -1.072 1.583 -4.703  -0.22
52 H -0.397 0.784 -4.355  0.33
53 C -1.283 1.830 -6.071  -0.61
54 H -0.863 1.131 -6.794  0.41
55 C -2.170 2.836 -6.503  -0.71
56 H -2.453 2.923 -7.571  0.37
57 C -2.739 3.678 -5.530  -0.09
58 H -3.352 4.508 -5.877  0.38
59 H -3.504 5.907 -3.267  -0.16
60 Cl -4.591 3.974 -1.674  -0.35
61 O -0.474 -1.875 -1.304  -0.56
62 C -1.008 -0.601 -1.628  -0.43
63 C -1.327 0.080 -0.320  0.59
64 C -2.376 -0.431 0.446  -0.87
65 C -2.494 -0.105 1.793  -0.41
66 C -1.595 0.825 2.339  -0.78
67 C -0.649 1.406 1.486  -0.49
68 N -0.578 1.099 0.147  0.85
69 H -0.386 -2.411 -2.101  0.35
70 H -1.949 -0.760 -2.166  0.72
71 H -0.332 -0.031 -2.285  -0.42
72 H -3.059 -1.115 -0.058  0.47
73 H -3.256 -0.581 2.417  0.39
74 H -1.612 1.108 3.398  0.41
75 H 0.106 2.134 1.841  0.35

The molar mass comes out at 634.98 Da. The spin multiplicity is 3. As for the gap between HOMO and LUMO (spin up / spin down): 5.6 / 6.5 eV. The value obtained for the HOMO energy (spin up / spin down) is -5.928 / -6.801 eV.

No. 3
Below is a molecular structure, C30H22N3O4PS2Ti, with properties calculated with ωB97M-V/def2-TZVPD.

Last column: natural (NBO) charge in e.
Positions of all 63 atoms, in Å:
1 Ti -0.388 0.088 -0.160  1.40
2 O 1.887 -0.182 3.234  -0.60
3 C 1.433 -0.198 2.109  0.75
4 O 0.215 0.024 1.756  -0.74
5 C 2.365 -0.462 0.931  0.12
6 C 3.700 -0.786 1.108  -0.20
7 C 4.480 -1.003 -0.013  -0.15
8 C 3.903 -0.886 -1.272  -0.24
9 C 2.564 -0.555 -1.361  0.05
10 N 1.813 -0.347 -0.280  -0.46
11 H 4.080 -0.859 2.117  0.26
12 H 5.526 -1.263 0.086  0.23
13 H 4.477 -1.049 -2.173  0.23
14 H 2.070 -0.456 -2.320  0.20
15 C -0.832 0.636 -4.565  -0.25
16 C -0.780 0.110 -3.274  0.09
17 N -0.355 0.812 -2.226  -0.49
18 C 0.032 2.095 -2.433  0.24
19 C 0.008 2.697 -3.695  -0.10
20 C -0.436 1.927 -4.781  -0.11
21 C 0.411 4.067 -3.811  -0.18
22 C 0.786 4.781 -2.727  -0.16
23 C 0.803 4.194 -1.421  -0.09
24 C 1.139 4.897 -0.251  -0.11
25 C 1.090 4.253 0.953  -0.24
26 C 0.724 2.903 0.991  0.11
27 N 0.434 2.219 -0.097  -0.46
28 C 0.447 2.849 -1.284  0.17
29 H -1.192 0.016 -5.373  0.24
30 H -1.103 -0.903 -3.078  0.23
31 H -0.472 2.362 -5.772  0.22
32 H 0.395 4.522 -4.793  0.22
33 H 1.073 5.821 -2.824  0.22
34 H 1.416 5.942 -0.311  0.22
35 H 1.322 4.764 1.876  0.24
36 H 0.649 2.360 1.925  0.25
37 O -0.529 -1.797 -0.730  -0.26
38 O -1.732 -1.299 -0.620  -0.21
39 S -3.666 -0.948 2.030  -0.59
40 P -3.981 0.490 0.729  1.15
41 S -2.415 1.722 0.274  -0.63
42 C -5.317 1.607 1.290  -0.29
43 C -5.481 2.870 0.730  -0.22
44 C -6.534 3.678 1.130  -0.22
45 C -7.430 3.229 2.090  -0.21
46 C -7.268 1.971 2.652  -0.20
47 C -6.214 1.161 2.254  -0.22
48 C -4.653 -0.129 -0.874  -0.40
49 C -5.338 -1.338 -0.913  -0.13
50 C -5.872 -1.803 -2.106  -0.23
51 C -5.724 -1.065 -3.272  -0.21
52 C -5.037 0.141 -3.240  -0.22
53 C -4.504 0.605 -2.047  -0.21
54 H -4.773 3.226 -0.009  0.22
55 H -6.654 4.662 0.695  0.21
56 H -8.250 3.862 2.404  0.21
57 H -7.960 1.620 3.408  0.21
58 H -6.065 0.185 2.697  0.24
59 H -5.428 -1.920 -0.003  0.23
60 H -6.401 -2.748 -2.126  0.21
61 H -6.140 -1.429 -4.204  0.21
62 H -4.918 0.723 -4.147  0.20
63 H -3.954 1.539 -2.021  0.23

The molar mass comes out at 631.50 Da. The spin multiplicity is 3. As for the gap between HOMO and LUMO (spin up / spin down): 6.3 / 6.2 eV. The value obtained for the HOMO energy (spin up / spin down) is -7.246 / -7.362 eV.

No. 4
Below is C2H6F2Si in the gas phase, with properties calculated with ωB97M-V/def2-TZVPD.

Last column: natural (NBO) charge in e.
Positions of all 11 atoms, in Å:
1 C -0.874 0.693 0.852  -0.66
2 C -0.262 0.572 -0.571  -0.52
3 F 0.355 -2.222 0.215  -0.69
4 F 2.232 -0.589 0.440  -0.65
5 Si 1.047 -0.944 -0.582  1.39
6 H -1.004 -0.305 1.198  0.24
7 H -0.194 1.102 1.637  0.24
8 H -1.811 1.454 0.807  0.28
9 H 0.081 1.581 -1.005  0.23
10 H -1.063 0.090 -1.142  0.26
11 H 1.493 -1.432 -1.849  -0.12

The molar mass comes out at 96.15 Da. The spin multiplicity is 3. As for the gap between HOMO and LUMO (spin up / spin down): 4.2 / 7.7 eV. The value obtained for the HOMO energy (spin up / spin down) is -3.543 / -13.000 eV.

What are the ΔE to the lowest compared entry with this formula, charge and spin values for these records? In order: 22.11; 58.93; 5.57; 33.42 kcal per mole.
What are the energy values for these records? In order: -46884.260; -109699.570; -98205.751; -15479.648 eV.